{
  "formula": "C49H33AsN8O4PtS",
  "method": "ωB97M-V with the def2-TZVPD basis set",
  "total_charge": 2,
  "spin_multiplicity": 5,
  "s2": 6.1033,
  "symbols": ["Pt", "O", "N", "O", "C", "C", "C", "C", "C", "C", "N", "C", "C", "N", "C", "C", "C", "C", "H", "H", "H", "H", "H", "H", "H", "N", "C", "C", "C", "C", "C", "C", "S", "O", "O", "N", "C", "N", "C", "C", "C", "N", "H", "H", "H", "H", "H", "H", "H", "H", "H", "N", "C", "C", "C", "C", "C", "C", "C", "C", "C", "H", "H", "H", "H", "C", "C", "C", "C", "C", "C", "As", "C", "C", "C", "C", "C", "C", "C", "C", "C", "C", "C", "C", "H", "H", "H", "H", "H", "H", "H", "H", "H", "H", "H", "H", "H"],
  "xyz": [[0.102779, 1.159908, 0.438601], [6.492363, 0.446748, 3.334463], [5.624261, 0.723372, 4.141545], [5.772146, 0.708604, 5.340892], [4.255892, 0.946202, 3.633461], [3.273363, 1.006545, 4.573396], [1.903096, 1.120427, 4.239584], [0.848745, 1.193388, 5.191211], [-0.465373, 1.247490, 4.712861], [-0.755660, 1.213096, 3.382242], [0.279166, 1.141257, 2.441648], [1.569372, 1.133258, 2.883861], [2.595867, 1.142227, 1.918604], [2.164141, 1.229231, 0.613336], [3.035825, 1.273981, -0.369558], [4.416150, 1.252144, -0.117218], [4.878045, 1.141415, 1.163188], [3.967577, 1.056978, 2.249750], [3.563929, 0.939108, 5.612977], [1.072053, 1.212776, 6.246031], [-1.291591, 1.307239, 5.409150], [-1.760998, 1.220910, 2.997612], [2.649543, 1.310690, -1.379630], [5.102718, 1.309850, -0.948466], [5.936747, 1.117074, 1.358712], [-3.223103, 2.110704, -7.354258], [-2.437066, 1.810563, -6.327505], [-2.974122, 1.113651, -5.198914], [-2.152272, 0.798759, -4.155550], [-0.799464, 1.174801, -4.190678], [-0.258511, 1.857832, -5.295733], [-1.055731, 2.172781, -6.354084], [0.280790, 0.631827, -2.860594], [1.601559, 0.734320, -3.412222], [-0.242416, -0.652290, -2.463248], [0.044238, 1.612055, -1.641403], [0.262826, 2.990108, -1.740398], [0.294830, 3.559056, -0.538125], [0.429168, 4.880184, -0.501792], [0.553164, 5.617955, -1.668452], [0.523747, 4.913446, -2.859257], [0.368298, 3.588025, -2.913175], [-4.199747, 1.855123, -7.367067], [-2.868722, 2.592586, -8.168128], [-4.018186, 0.832950, -5.207047], [-2.510120, 0.239981, -3.302571], [0.793292, 2.102704, -5.281976], [-0.664597, 2.685496, -7.222418], [0.448034, 5.342607, 0.477044], [0.669312, 6.689938, -1.650361], [0.623251, 5.423369, -3.809118], [-9.344793, -1.657178, 0.684106], [-8.254355, -1.300028, 0.655935], [-6.898598, -0.843581, 0.615957], [-6.141853, -1.065700, -0.544718], [-4.845092, -0.624212, -0.595067], [-4.275464, 0.043877, 0.517618], [-5.055166, 0.243501, 1.684935], [-6.357068, -0.189868, 1.729282], [-2.957974, 0.476522, 0.479897], [-1.781536, 0.859102, 0.444732], [-6.589230, -1.586010, -1.379039], [-4.232545, -0.797172, -1.468336], [-4.611810, 0.748143, 2.531650], [-6.965819, -0.036212, 2.608505], [-2.707017, -4.680638, -1.053098], [-3.025529, -3.823459, -0.008375], [-2.109646, -2.866885, 0.402550], [-0.873536, -2.782476, -0.233851], [-0.553788, -3.630125, -1.287759], [-1.481126, -4.580877, -1.692395], [0.389767, -1.510378, 0.422389], [0.986333, -1.955006, 2.195242], [0.232349, -2.004596, 3.356239], [0.871934, -2.271904, 4.558781], [2.246490, -2.475135, 4.586686], [2.996327, -2.427250, 3.423541], [2.365772, -2.171927, 2.209300], [3.022389, -2.132224, 0.896565], [4.377483, -2.354514, 0.670538], [4.870118, -2.341176, -0.623457], [4.026250, -2.108855, -1.701435], [2.673318, -1.869320, -1.492570], [2.183902, -1.877000, -0.195485], [-3.416544, -5.434469, -1.364641], [-3.981227, -3.909115, 0.491023], [-2.356121, -2.201207, 1.224047], [0.406149, -3.561985, -1.782786], [-1.238048, -5.252487, -2.504736], [-0.833973, -1.820530, 3.343944], [0.301823, -2.311387, 5.476072], [2.739180, -2.678668, 5.527863], [4.063036, -2.601181, 3.466700], [5.047416, -2.550230, 1.496006], [5.922326, -2.524841, -0.792454], [4.422027, -2.112624, -2.707346], [2.024826, -1.681157, -2.333771]],
  "atomic_forces_ev_per_a": [[-0.054, -0.205, -0.032], [0.098, 0.209, -0.061], [-0.276, -0.682, -0.035], [0.177, 0.273, 0.059], [0.073, 0.185, 0.054], [-0.030, -0.003, 0.241], [-0.404, 0.009, 0.314], [0.357, -0.023, -0.262], [-0.228, 0.005, 0.198], [0.635, -0.101, -0.358], [-0.670, 0.163, 0.205], [0.301, -0.034, -0.115], [-0.189, -0.021, -0.013], [-0.012, 0.134, 0.054], [0.411, -0.043, -0.005], [-0.312, 0.027, -0.310], [-0.085, -0.049, 0.480], [0.164, 0.111, -0.517], [-0.058, 0.006, -0.006], [-0.021, -0.012, 0.058], [0.011, 0.009, 0.013], [-0.003, 0.065, -0.020], [0.051, 0.036, 0.009], [-0.006, 0.002, -0.025], [0.022, -0.020, -0.001], [0.134, -0.063, 0.174], [-0.136, 0.069, -0.181], [0.087, -0.033, 0.089], [-0.114, 0.021, -0.012], [-0.050, -0.083, 0.083], [0.093, 0.032, -0.094], [0.059, -0.005, 0.057], [-0.017, -0.344, -0.544], [-0.055, -0.092, 0.043], [0.186, 0.138, -0.071], [-0.056, 0.571, 0.435], [-0.119, -0.628, 0.102], [0.023, 0.326, 0.081], [0.088, 0.000, -0.105], [0.001, 0.021, -0.003], [0.006, 0.013, 0.032], [0.004, 0.183, -0.014], [-0.030, -0.017, 0.028], [0.046, 0.017, -0.012], [-0.040, -0.025, 0.041], [-0.054, -0.006, 0.018], [0.005, 0.026, -0.028], [0.045, 0.017, -0.011], [-0.004, 0.014, 0.008], [0.007, 0.029, 0.001], [0.003, 0.021, -0.031], [-0.124, -0.060, -0.008], [0.055, 0.053, 0.029], [-0.049, -0.039, -0.045], [0.109, 0.042, 0.016], [-0.013, -0.015, -0.046], [-0.007, -0.014, 0.097], [-0.027, 0.009, 0.020], [0.101, 0.030, 0.028], [-0.495, 0.009, -0.129], [0.180, 0.002, 0.003], [-0.005, -0.008, -0.017], [0.016, -0.023, -0.012], [0.000, 0.014, 0.019], [-0.007, 0.000, 0.013], [-0.080, 0.008, 0.014], [0.012, 0.037, -0.014], [0.021, 0.003, -0.040], [-0.094, -0.178, 0.111], [-0.090, -0.007, 0.018], [0.110, 0.036, -0.053], [0.866, 0.126, 0.077], [-0.356, -0.123, 0.071], [0.089, 0.038, 0.045], [-0.012, 0.016, -0.036], [-0.038, -0.011, 0.085], [-0.061, 0.015, -0.126], [-0.036, -0.008, 0.257], [0.182, 0.023, -0.208], [-0.160, 0.024, 0.027], [0.031, -0.005, -0.072], [-0.027, 0.010, 0.000], [0.099, 0.008, 0.027], [-0.229, -0.127, -0.189], [-0.019, -0.024, -0.011], [-0.019, -0.011, 0.035], [0.044, -0.061, 0.006], [0.000, -0.002, 0.026], [0.007, -0.013, 0.004], [-0.028, -0.012, -0.018], [-0.022, -0.015, 0.026], [0.000, 0.000, 0.022], [0.029, -0.001, -0.012], [0.017, -0.005, 0.043], [0.023, 0.001, -0.019], [-0.001, -0.007, -0.035], [-0.052, 0.021, -0.045]]
}

***

{
  "formula": "C49H33BrN10O3Rb",
  "method": "ωB97M-V with the def2-TZVPD basis set",
  "total_charge": -1,
  "spin_multiplicity": 1,
  "symbols": ["Rb", "C", "C", "N", "C", "C", "N", "C", "C", "C", "C", "C", "N", "C", "C", "N", "C", "C", "N", "C", "C", "C", "N", "C", "C", "H", "H", "H", "H", "H", "H", "H", "H", "H", "H", "H", "H", "Br", "C", "C", "C", "C", "O", "C", "C", "N", "C", "C", "C", "C", "C", "C", "C", "C", "N", "C", "C", "H", "H", "H", "H", "H", "H", "H", "H", "H", "H", "O", "C", "N", "C", "C", "O", "N", "C", "C", "C", "C", "C", "C", "C", "C", "C", "C", "C", "C", "H", "H", "H", "H", "H", "H", "H", "H", "H", "H", "H"],
  "xyz": [[-0.869743, 0.455139, -0.100981], [3.771253, 0.096423, -2.736621], [2.476932, 0.384605, -2.309918], [1.561873, -0.559949, -2.207385], [1.914806, -1.807508, -2.502754], [3.233930, -2.096209, -2.874251], [4.144750, -1.147546, -3.003403], [0.890263, -2.851123, -2.360757], [0.993048, -4.064625, -3.038881], [0.109947, -5.096795, -2.720936], [-0.894881, -4.809826, -1.796321], [-1.016019, -3.508804, -1.297591], [-0.110163, -2.577791, -1.539946], [-2.185497, -3.093729, -0.507181], [-3.454822, -3.636946, -0.733356], [-4.503954, -3.268324, -0.018888], [-4.315650, -2.322113, 0.889402], [-3.068640, -1.727651, 1.073723], [-2.016022, -2.133242, 0.392137], [0.255990, -6.433860, -3.326798], [1.445872, -6.825614, -3.945175], [1.556769, -8.102508, -4.467082], [0.594466, -9.007178, -4.406298], [-0.539851, -8.641881, -3.833837], [-0.767292, -7.384310, -3.298929], [4.529125, 0.861335, -2.859520], [2.157851, 1.384266, -2.048046], [3.586727, -3.105437, -3.054567], [1.738822, -4.183111, -3.808801], [-1.569100, -5.576009, -1.445506], [-3.641083, -4.374073, -1.505825], [-5.182685, -2.048780, 1.474909], [-2.900854, -0.946095, 1.805230], [2.286128, -6.154378, -4.012875], [2.469777, -8.423065, -4.951358], [-1.307926, -9.403681, -3.798259], [-1.732129, -7.153574, -2.875388], [-2.161679, -2.025993, -7.361107], [-2.324438, -1.295908, -5.594712], [-3.101308, -1.973503, -4.651637], [-3.233585, -1.452945, -3.401116], [-2.588204, -0.235532, -2.972359], [-2.737026, 0.190091, -1.811668], [-1.810972, 0.436052, -3.999207], [-1.155701, 1.679430, -3.786560], [-1.025885, 2.278628, -2.664863], [-0.564385, 3.551132, -2.558851], [-1.023012, 4.577829, -3.374959], [-0.626630, 5.900413, -3.176994], [0.237724, 6.232762, -2.166984], [0.734115, 5.228799, -1.310251], [1.611068, 5.492229, -0.237876], [2.053910, 4.460762, 0.544613], [1.643304, 3.156947, 0.228138], [0.835834, 2.872251, -0.756114], [0.349068, 3.874932, -1.506651], [-1.708145, -0.116186, -5.281531], [-3.597162, -2.894473, -4.929305], [-3.851713, -1.957953, -2.670144], [-0.716876, 2.134207, -4.692166], [-1.727114, 4.341868, -4.160578], [-1.030191, 6.669129, -3.824210], [0.549424, 7.258810, -2.019042], [1.895128, 6.516373, -0.035607], [2.696297, 4.627028, 1.395308], [1.991694, 2.316088, 0.812783], [-1.123607, 0.406298, -6.028504], [0.037408, -1.435849, 3.108289], [0.106361, -0.249816, 3.381861], [0.440639, 0.210704, 4.644414], [0.503900, 1.644985, 4.684213], [0.070176, 1.935748, 3.183839], [-0.029918, 3.067903, 2.742100], [-0.144595, 0.795020, 2.557320], [1.903144, 2.128178, 4.980703], [2.307734, 2.380409, 6.289014], [3.610590, 2.761412, 6.557138], [4.524999, 2.904669, 5.527441], [4.132434, 2.643393, 4.226298], [2.833760, 2.250477, 3.956567], [-0.514907, 2.284536, 5.579373], [-1.481583, 1.537951, 6.241884], [-2.407282, 2.162128, 7.058188], [-2.383801, 3.536788, 7.217241], [-1.442983, 4.290012, 6.533841], [-0.512086, 3.670987, 5.721692], [0.833896, -0.387128, 5.350939], [1.598769, 2.278817, 7.101181], [3.916834, 2.948750, 7.577572], [5.540078, 3.209055, 5.742523], [4.845068, 2.746526, 3.420365], [2.525321, 2.047217, 2.942441], [-1.495259, 0.462504, 6.127101], [-3.149996, 1.575464, 7.580990], [-3.093813, 4.018219, 7.874932], [-1.433148, 5.365430, 6.646877], [0.226308, 4.249918, 5.187854]],
  "atomic_forces_ev_per_a": [[0.674, 0.194, -0.162], [-0.121, -0.045, 0.049], [0.315, 0.133, -0.189], [-0.284, -0.074, 0.098], [0.637, 0.325, -0.134], [-0.347, -0.019, 0.042], [0.354, 0.123, -0.082], [-0.195, -0.584, -0.129], [-0.196, 0.020, 0.180], [-0.068, 0.537, 0.222], [0.121, 0.163, -0.123], [0.238, -0.517, -0.429], [-0.078, 0.319, 0.153], [-0.646, -0.049, 0.196], [0.402, -0.033, 0.149], [-0.296, -0.036, 0.020], [0.159, 0.093, 0.036], [-0.335, -0.339, 0.146], [0.177, -0.124, -0.100], [0.059, -0.505, -0.217], [-0.190, 0.014, 0.087], [0.181, 0.211, 0.011], [0.050, -0.422, -0.188], [-0.267, 0.093, 0.141], [0.191, 0.151, -0.001], [-0.102, 0.090, 0.061], [0.036, 0.109, -0.006], [-0.182, -0.055, 0.022], [0.070, -0.040, 0.003], [-0.085, -0.040, -0.052], [0.142, -0.012, -0.055], [0.020, 0.168, 0.082], [-0.071, 0.051, 0.052], [0.104, 0.031, 0.030], [0.123, 0.059, -0.019], [-0.145, 0.027, 0.023], [-0.071, 0.006, 0.043], [0.014, 0.046, 0.116], [0.182, -0.023, -0.529], [0.024, -0.011, -0.053], [-0.071, -0.131, 0.190], [-0.122, -0.084, -0.581], [-0.542, 0.004, 0.109], [-0.272, -0.510, 0.145], [0.378, 0.600, 0.045], [-0.308, -0.878, 0.297], [0.037, 0.956, -0.483], [0.040, -0.581, 0.137], [0.253, 0.404, 0.213], [-0.136, 0.155, -0.218], [-0.060, -0.441, -0.049], [0.057, -0.213, 0.245], [0.021, 0.393, -0.137], [-0.029, -0.044, -0.011], [0.110, -0.421, 0.259], [-0.026, 0.711, -0.359], [-0.045, -0.187, -0.085], [-0.037, -0.032, 0.014], [-0.032, 0.071, 0.027], [-0.026, 0.032, 0.033], [-0.098, -0.053, 0.014], [0.056, 0.043, -0.016], [-0.020, 0.040, 0.059], [0.075, 0.059, 0.030], [0.048, 0.033, 0.083], [0.039, -0.073, 0.118], [0.018, 0.021, -0.057], [0.008, -0.301, -0.093], [0.074, -0.484, 0.483], [0.028, 0.068, 0.496], [-0.126, -0.108, -0.477], [0.235, 0.243, 0.648], [0.057, 0.504, -0.004], [-0.235, -0.156, -0.793], [0.189, 0.024, 0.036], [-0.039, -0.063, -0.100], [0.092, 0.026, 0.156], [0.078, -0.002, 0.076], [0.117, -0.007, -0.081], [-0.038, 0.076, 0.041], [-0.278, 0.114, 0.276], [0.200, -0.060, -0.072], [-0.157, 0.094, 0.166], [-0.123, -0.025, 0.071], [0.042, 0.116, 0.041], [-0.045, -0.088, 0.016], [0.023, -0.041, -0.151], [-0.031, 0.029, -0.010], [0.000, 0.020, 0.062], [0.053, 0.027, -0.005], [0.040, -0.002, -0.094], [0.001, -0.019, -0.099], [0.004, -0.006, -0.065], [-0.037, -0.069, 0.030], [-0.079, 0.048, 0.009], [0.023, 0.070, -0.021], [0.026, 0.066, -0.057]]
}

***

Record-wise E_tot values, in Ha: -5378.620014; -5258.651653
Record-wise relative energy (zero: lowest compared OMol25 entry of this formula, charge and spin) values, in kJ/mol: 0.00; 67.61